(1)
28
Properties=species:S:1:pos:R:3:forces:R:3:lowdin_charge:R:1 method="wB97M-V/def2-TZVPD" homo_ev=-12.7 charge=+1 lumo_ev=-2.727
C -3.06626 0.63042 -0.18023 2.4 -2.2 0.2 -0.06
C 2.12829 -1.56147 -0.38053 1.5 -0.8 -0.6 -0.01
C -2.34795 -0.77577 0.02086 -0.8 1.6 1.7 -0.21
C -0.91291 -0.90155 -0.44106 2.1 -0.7 -0.2 -0.16
C -0.06167 0.35306 -0.17353 3.9 -0.5 1.7 -0.31
C 1.97383 -0.07975 -0.15323 -2.7 -2.6 -0.5 -0.49
N -0.08717 1.61169 -0.86059 2.7 -2.2 2.0 0.13
N 2.43193 0.33879 1.13213 0.1 1.0 -0.5 0.11
N -0.04688 0.60246 1.32237 -1.0 0.2 -1.9 0.21
O 2.39292 0.53679 -1.25955 0.8 2.3 0.0 0.04
H -2.86218 1.47339 0.43146 1.0 0.6 0.8 0.06
H -2.80251 0.80959 -1.17672 -0.5 1.0 -1.7 0.06
H -4.06103 0.45659 0.00275 -2.5 -0.3 -0.2 0.05
H 2.02686 -1.78640 -1.43453 -0.1 0.3 -0.4 0.09
H 3.14664 -2.01900 -0.13930 -1.2 0.9 0.2 0.13
H 1.35366 -2.13761 0.05402 -0.4 -0.6 0.9 0.04
H -2.30087 -0.99020 1.09958 -0.4 -0.1 0.0 0.10
H -3.08229 -1.47530 -0.34862 0.4 -0.6 -0.5 0.11
H -0.39981 -1.69231 0.24918 -1.0 1.1 -1.5 0.13
H -0.68829 -1.22096 -1.50222 -0.7 0.3 1.1 0.15
H -0.87811 2.10978 -0.73934 -3.4 2.1 1.1 0.04
H -0.10702 1.42589 -1.79587 0.5 -0.6 -3.4 0.07
H 3.03349 -0.28479 1.61747 -0.1 -1.6 0.4 0.11
H 3.09963 1.05932 1.01149 0.4 1.7 -0.3 0.11
H 0.95949 0.64516 1.65376 0.3 -0.8 0.2 0.10
H -0.66767 -0.13228 1.60119 -0.1 -0.2 1.5 0.12
H -0.40277 1.50632 1.51602 -1.0 1.0 0.5 0.14
H 2.22866 1.49816 -1.12699 0.1 -0.5 -0.5 0.12

---

(2)
11
Properties=species:S:1:pos:R:3:forces:R:3:lowdin_charge:R:1 method="wB97M-V/def2-TZVPD" homo_ev=-3.5 charge=-1 lumo_ev=3.647
S -1.17660 -1.52510 -0.78507 0.7 -1.3 1.4 -0.12
H -0.67839 -2.55327 0.06063 -0.7 1.1 -1.1 -0.34
H 0.85813 2.70286 2.31234 -0.3 -0.2 0.0 0.02
H 1.40452 1.55549 1.42038 -0.1 -0.1 0.2 0.01
O 1.56762 2.46199 1.71958 0.4 0.1 -0.2 -0.07
H 0.29449 -0.27349 2.26183 -0.1 -0.1 0.1 0.02
H 0.41768 -0.95020 0.91743 0.0 0.0 -0.2 -0.10
O 0.95283 -0.69186 1.70045 0.0 0.3 -0.1 -0.13
H -1.08858 0.46620 -2.35411 0.3 0.3 -0.2 -0.05
H 0.02301 0.59455 -1.42125 0.1 0.0 -0.1 -0.06
O -0.32426 1.04841 -2.20707 -0.3 -0.1 0.1 -0.17

---

(3)
113
Properties=species:S:1:pos:R:3:forces:R:3:lowdin_charge:R:1 method="wB97M-V/def2-TZVPD" homo_ev="-3.9 / -3.9" spin_multiplicity=2 charge=-1 lumo_ev="2.159 / 1.085" s_squared=0.80
Hg -1.59938 0.27794 0.06139 -0.5 0.2 -0.1 0.39
O -1.10275 -3.09634 3.72008 0.3 0.4 -0.2 -0.51
S -1.04779 -2.72141 2.27236 -0.7 -0.2 0.2 0.89
C 0.47628 -3.50507 1.70819 0.1 -0.3 0.1 -0.38
C 0.58532 -4.83931 2.08903 0.6 -0.6 -0.4 -0.07
C 1.72742 -5.56836 1.76628 -0.2 0.7 0.0 -0.07
C 2.78652 -4.90924 1.15650 -0.3 0.6 -0.2 -0.07
C 2.71491 -3.54019 0.89607 0.2 -0.3 0.1 -0.08
C 1.55581 -2.79935 1.14874 -0.2 -0.3 0.0 -0.34
P 1.49478 -0.95124 1.03716 -0.4 -0.2 0.0 1.09
C 2.79667 -0.62611 2.27357 0.3 0.5 -0.3 -0.35
C 4.00526 0.01902 1.96890 -0.7 -0.4 1.1 -0.07
C 4.87625 0.35097 3.00748 0.5 0.0 -1.2 -0.11
C 4.59119 0.01602 4.30076 -0.6 0.0 0.5 -0.11
C 3.37465 -0.59432 4.59725 -0.1 -0.1 0.1 -0.08
C 2.46423 -0.91280 3.60318 0.8 0.4 -0.3 -0.08
C 2.21097 -0.40105 -0.55754 -0.1 0.3 -0.1 -0.37
C 1.91829 0.96666 -0.83137 0.2 -0.5 0.1 -0.14
C 2.25260 1.56639 -2.02655 -0.3 0.2 -0.5 -0.21
C 2.94577 0.79317 -2.98053 0.0 -0.5 0.9 -0.06
C 3.23899 -0.53695 -2.72583 -0.1 0.1 0.6 -0.07
C 2.85670 -1.17027 -1.51419 0.3 0.9 -0.8 -0.09
C -2.32279 -3.86197 1.55708 -0.1 0.1 0.0 -0.35
C -3.04532 -4.56540 2.50277 0.3 -0.2 0.4 -0.07
C -4.14720 -5.32653 2.13790 0.2 0.0 0.7 -0.08
C -4.55222 -5.37871 0.83316 -0.3 0.3 -1.1 -0.08
C -3.85632 -4.65847 -0.13475 0.5 0.2 0.5 -0.07
C -2.73572 -3.88095 0.22736 -0.3 -0.1 -0.6 -0.36
P -1.88346 -2.78045 -0.96116 -0.5 -0.1 0.4 1.04
C -0.60644 -3.84110 -1.69727 0.1 0.6 -0.5 -0.38
C 0.26431 -3.15695 -2.55145 0.8 -0.5 -0.3 -0.12
C 1.30404 -3.85139 -3.19735 -0.8 0.3 0.6 -0.08
C 1.47251 -5.19855 -2.92804 0.0 -0.1 0.0 -0.10
C 0.63961 -5.87006 -2.04071 0.0 0.5 -0.3 -0.08
C -0.42187 -5.19429 -1.45880 0.0 -0.3 0.3 -0.08
C -3.16483 -2.62275 -2.25474 -0.5 0.9 -0.3 -0.39
C -2.93539 -2.91525 -3.59380 -0.3 -0.3 0.2 -0.10
C -3.86532 -2.59346 -4.57830 -0.7 0.6 1.3 -0.08
C -5.03009 -1.91193 -4.22058 0.3 0.0 -0.1 -0.09
C -5.27095 -1.58240 -2.88375 0.1 0.0 -0.4 -0.08
C -4.35382 -1.92780 -1.91264 0.8 -0.6 -0.5 -0.12
H -0.21209 -5.33737 2.62825 -0.1 0.2 -0.1 0.11
H 1.80505 -6.61838 1.99357 -0.1 -0.2 0.1 0.10
H 3.67470 -5.44578 0.87941 0.3 -0.2 0.0 0.10
H 3.61158 -3.04224 0.53373 -0.2 0.0 0.0 0.10
H 4.23121 0.26801 0.95754 0.2 0.2 -0.6 0.09
H 5.80980 0.84143 2.74863 0.0 0.0 0.1 0.10
H 5.26507 0.28567 5.09665 0.1 0.0 0.2 0.10
H 3.13771 -0.80245 5.62705 -0.1 -0.1 0.2 0.10
H 1.51211 -1.35725 3.82371 -0.3 -0.2 0.2 0.10
H 1.35158 1.53227 -0.10015 0.1 -0.2 0.0 0.00
H 3.01377 3.31694 -2.68218 0.0 0.1 -0.3 0.16
H 3.26418 1.24964 -3.90671 0.0 0.0 -0.1 0.11
H 3.81358 -1.06339 -3.47091 0.0 -0.3 -0.1 0.09
H 3.10724 -2.21175 -1.36352 -0.2 0.0 0.0 0.08
H -2.71271 -4.49034 3.53274 -0.2 0.0 0.0 0.10
H -4.70432 -5.85308 2.89524 -0.1 -0.1 0.2 0.10
H -5.46231 -5.89600 0.52971 0.3 -0.1 0.2 0.11
H -4.20873 -4.68417 -1.15645 0.1 0.1 -0.1 0.10
H 0.15077 -2.08648 -2.70814 0.0 -0.1 0.0 0.04
H 1.96837 -3.34237 -3.87974 0.0 0.1 0.0 0.10
H 2.25357 -5.74505 -3.42578 0.3 -0.1 -0.1 0.09
H 0.82723 -6.90986 -1.84868 -0.1 -0.3 0.2 0.10
H -1.09194 -5.71125 -0.78326 0.0 0.0 0.0 0.10
H -2.04831 -3.45427 -3.86025 0.4 -0.1 -0.2 0.09
H -3.69326 -2.85225 -5.58677 0.2 -0.2 -1.0 0.08
H -5.73049 -1.58746 -4.98728 0.1 -0.2 0.1 0.10
H -6.15116 -1.00133 -2.62291 0.1 -0.2 0.1 0.11
H -4.51821 -1.65223 -0.89608 -0.1 0.2 0.6 0.03
S -4.41121 0.79417 3.86650 -0.2 0.1 0.1 0.38
C -3.68563 0.62571 2.37907 -0.6 -0.1 0.1 -1.91
S -4.43812 0.35798 0.88538 -0.2 -0.2 -0.6 0.35
S -1.97021 0.74007 2.38222 1.3 -0.1 0.2 0.32
I -1.21692 0.70823 -2.58166 -0.1 -0.1 0.0 0.20
C 1.96791 2.98695 -2.55689 -0.1 0.0 0.2 -0.19
C 1.40535 2.92798 -3.96706 0.6 0.7 0.2 -0.08
C 1.52886 4.07021 -4.71836 0.1 -0.5 -0.1 -0.11
C 1.89985 5.27317 -4.11227 -0.1 -0.1 -0.1 -0.03
C 1.72473 5.42108 -2.68643 -0.2 0.6 -0.4 -0.19
C 1.63092 6.73400 -2.18557 0.1 -1.1 0.9 -0.03
C 1.21810 6.92818 -0.86434 -0.1 0.2 -1.0 -0.08
C 0.73578 5.85019 -0.16502 -0.1 -0.3 -0.1 -0.09
C 0.82210 4.52335 -0.64819 0.0 0.2 0.3 -0.28
P -0.04375 3.28696 0.42036 -0.1 0.2 0.2 1.07
C -1.64623 4.14605 0.74386 -0.1 0.3 0.8 -0.36
C -1.93366 5.05800 1.78232 0.3 -0.2 0.1 -0.10
C -3.24011 5.48181 1.99280 -0.1 0.3 -0.1 -0.09
C -4.28340 5.04928 1.18994 0.3 -0.5 -0.5 -0.08
C -4.01387 4.13253 0.17615 -0.2 0.2 0.3 -0.08
C -2.71917 3.69147 -0.02283 0.5 -0.6 -0.7 -0.14
C 0.93234 3.43704 1.98930 -0.7 -0.2 -0.4 -0.36
C 0.31511 3.15738 3.20799 -0.4 0.0 0.1 -0.13
C 1.07329 3.05050 4.36275 0.0 0.2 -0.2 -0.07
C 2.45550 3.20148 4.29854 0.0 0.3 0.5 -0.10
C 3.07765 3.51622 3.10428 -0.5 0.0 -0.1 -0.09
C 2.30358 3.61571 1.95083 0.4 0.0 0.1 -0.10
C 1.42023 4.26917 -1.88120 0.3 0.2 0.3 -0.09
H 1.06838 1.99074 -4.37132 -0.1 -0.1 -0.1 0.07
H 1.35303 4.03714 -5.78705 -0.1 0.0 0.0 0.10
H 2.07253 6.14582 -4.74742 0.0 -0.2 0.4 0.11
H 1.89445 7.54654 -2.83489 0.0 0.3 -0.1 0.10
H 1.13990 7.92482 -0.46482 0.0 0.2 0.2 0.10
H 0.22272 6.02092 0.77375 0.2 0.0 0.0 0.09
H -1.17049 5.41329 2.49367 -0.2 -0.3 -0.5 0.11
H -3.47656 6.17921 2.78372 0.2 0.0 0.2 0.10
H -5.29703 5.38130 1.36276 0.0 0.0 0.1 0.10
H -4.81940 3.69713 -0.39908 0.0 0.1 -0.1 0.10
H -2.50971 2.92797 -0.79659 -0.3 0.5 0.4 0.03
H -0.76937 3.01280 3.23543 0.4 0.0 0.1 0.06
H 0.57198 2.92133 5.31170 0.1 -0.3 0.1 0.10
H 3.03545 3.14872 5.21570 0.0 -0.1 -0.1 0.10
H 4.13286 3.72741 3.09261 0.2 -0.1 -0.2 0.10
H 2.76678 3.84102 1.00607 0.2 0.1 -0.2 0.10

---

(4)
34
Properties=species:S:1:pos:R:3:forces:R:3:lowdin_charge:R:1 method="wB97M-V/def2-TZVPD" homo_ev=-2.1 charge=-1 lumo_ev=2.029
C 0.37852 -0.10685 -2.07145 0.5 0.0 -1.3 -0.19
C 1.23516 -0.93841 -3.24195 -0.4 -0.5 0.9 -0.21
C 0.74472 -2.53670 -3.28931 0.5 1.4 -0.7 -0.23
O 1.81022 -3.30082 -2.61609 -2.6 -0.6 -1.3 -0.25
C 1.29863 -4.54497 -2.01301 1.1 -0.8 2.0 -0.33
N 0.86976 -4.33706 -0.55711 -1.5 -0.8 -3.0 -0.23
N 1.29707 -3.10044 -0.08652 7.0 -0.7 4.1 -0.15
C 2.55775 -3.21893 0.51328 -2.2 1.9 -3.3 -0.59
S 4.27172 -2.99488 0.65844 -3.9 -0.6 -0.1 0.34
H 1.12135 0.65096 -1.57750 -1.6 -1.3 -0.8 0.07
H -0.09229 -0.81746 -1.26344 1.3 1.4 -1.8 -0.01
H -0.46234 0.47919 -2.66406 1.5 -1.1 1.6 0.06
H 1.09925 -0.43659 -4.31657 0.3 -1.0 2.4 0.10
H 2.36771 -0.91341 -2.91612 -2.3 -0.3 -0.9 0.11
H 0.62737 -2.78941 -4.44263 0.5 0.0 2.2 0.11
H -0.32152 -2.67520 -2.81831 2.2 0.2 -0.5 0.12
H 0.43192 -5.05171 -2.62964 1.5 1.1 1.1 0.10
H 2.21061 -5.31154 -1.97497 -1.4 1.5 -0.8 0.10
Br -0.08832 0.11891 2.27008 -0.3 -2.8 -0.4 0.64
C -1.77770 1.02174 1.90228 -2.7 -3.2 -0.6 -0.93
C -2.82662 0.04444 1.42459 -0.3 -0.4 -0.2 -0.66
Br -2.53506 -0.44695 -0.44050 -0.3 0.0 0.3 0.68
H -1.56527 1.81720 1.18327 -1.4 -1.7 -0.6 -0.06
H -2.07363 1.46926 2.85534 -0.5 -0.6 -0.4 0.02
H -3.81923 0.50336 1.44529 0.2 0.0 0.1 0.05
H -2.84869 -0.88467 2.00013 0.1 0.2 -0.1 0.05
Br -0.32896 2.70330 2.28077 4.6 8.0 1.8 0.79
C 0.03893 4.59943 2.55224 0.4 -0.1 0.0 -0.62
C -0.76911 5.15336 3.70280 0.2 0.4 0.0 -0.69
Br -2.62395 5.45608 3.18034 0.0 -0.1 0.1 0.59
H -0.15688 5.10246 1.60171 0.0 0.1 0.3 0.05
H 1.10896 4.65220 2.77228 -0.2 0.2 0.1 0.06
H -0.39372 6.13693 3.99942 -0.1 -0.2 0.0 0.05
H -0.78637 4.49719 4.57694 0.0 0.1 -0.3 0.05

---

Record order is preserved below.
E: -13023.135 -17092.986 -147429.347 -305632.390 eV